This record from the OMol25 dataset describes a molecular structure, C34H25AuN6OSi. The level of theory is ωB97M-V with the def2-TZVPD basis set.

Geometry as XYZ:
```
68
Properties=species:S:1:pos:R:3:mulliken_charge:R:1
Au 0.19980 -0.00450 -0.09754 1.174
C -3.12737 1.38502 2.33978 -1.062
C -2.26064 0.55556 1.61758 0.690
N -1.12100 0.98759 1.12572 0.197
C -0.75430 2.31240 1.28331 0.417
C -1.59910 3.20411 1.96978 1.070
C -2.79568 2.69601 2.51487 -0.716
C -1.25535 4.57255 2.04954 -0.927
C -0.12407 5.01099 1.42542 -1.270
C 0.73553 4.12648 0.75124 -0.778
C 0.46983 2.77247 0.69080 0.751
N 1.18670 1.79468 0.05861 -0.472
C 2.44266 1.78081 -0.47627 0.867
C 3.44329 2.72810 -0.36746 -0.778
C 4.66745 2.57292 -1.04464 -0.967
C 4.91633 1.49677 -1.84350 -1.015
C 3.93690 0.48385 -1.96008 0.945
C 4.09516 -0.63482 -2.80229 -0.719
C 3.10341 -1.56528 -2.90228 -1.042
C 1.95762 -1.42058 -2.11645 0.043
N 1.79397 -0.40626 -1.29398 0.244
C 2.73676 0.60002 -1.24037 0.057
H -4.04319 0.96575 2.73072 0.508
H -2.50917 -0.47764 1.44324 -0.406
H -3.45015 3.36875 3.05602 0.435
H -1.91932 5.25380 2.56451 0.404
H 0.11889 6.06515 1.42492 0.361
H 1.57849 4.53441 0.21891 0.367
H 3.29695 3.60384 0.24246 0.524
H 5.41550 3.34788 -0.93742 0.390
H 5.84153 1.40183 -2.39579 0.396
H 5.00500 -0.72893 -3.38223 0.418
H 3.18004 -2.41634 -3.56254 0.471
H 1.16963 -2.15661 -2.16505 0.441
N -2.89213 2.68348 -1.26166 -0.330
C -1.88603 1.94088 -1.85869 0.724
O -1.91549 0.70113 -1.76019 -0.705
C -0.83460 2.66209 -2.50092 0.224
C 0.20738 1.93868 -3.11634 0.215
N 1.06852 1.34475 -3.61020 -0.652
C -0.79357 4.06980 -2.45403 -0.187
N -0.79105 5.22300 -2.35462 -0.639
H -3.74227 2.16544 -1.11259 0.263
H -3.00668 3.64080 -1.55752 0.229
C 2.64437 -5.12588 1.29630 -0.412
C 2.54243 -3.84666 1.82415 -0.788
C 1.57441 -2.97562 1.34394 -0.004
C 0.68892 -3.36293 0.33590 0.535
C 0.80673 -4.65626 -0.17937 -0.593
C 1.77473 -5.53092 0.29307 -0.612
Si -0.65390 -2.21642 -0.30895 0.073
C -2.25867 -2.58549 0.56942 -0.241
C -2.27545 -2.94809 1.91889 0.165
C -3.47411 -3.14785 2.58749 -0.752
C -4.67854 -2.99579 1.91142 -0.443
C -4.68045 -2.65083 0.56687 -0.740
C -3.47851 -2.44572 -0.09755 -0.063
H 3.40183 -5.80604 1.66431 0.385
H 3.22007 -3.52539 2.60490 0.409
H 1.51760 -1.97343 1.75708 0.330
H 0.13471 -4.98633 -0.96482 0.379
H 1.85160 -6.52780 -0.12205 0.397
H -0.87103 -2.51595 -1.74585 -0.173
H -1.34171 -3.07730 2.45555 0.377
H -3.47067 -3.42760 3.63322 0.408
H -5.61481 -3.15442 2.43133 0.400
H -5.61725 -2.54092 0.03540 0.413
H -3.48849 -2.15721 -1.14343 0.391
```

For the HOMO energy, the calculation gives -7.053 eV. The LUMO energy comes out at -0.5 eV. Its strongest force on any atom is 0.29 eV/A. The value obtained for the total energy is -58222.5740 eV. Its energy above the lowest of the compared OMol25 structures with the same formula, charge and spin is 0.000 eV.